[1]
Entry from the OMol25 dataset: a structure of composition C35H42BF4N3S2SiTa (the ωB97M-V functional and the def2-TZVPD basis).

Energy relative to the best compared isomer or geometry (same formula, charge and spin) (kcal per mole): 0.00
Net charge: +1
Strongest force on any atom (eV Å⁻¹): 0.9
Gap between HOMO and LUMO (eV): 6.89
HOMO energy (eV): -10.7

XYZ file:
```
89
Properties=species:S:1:pos:R:3:lowdin_charge:R:1
C -4.21 -2.46 -0.22 -0.062
C -2.45 -0.79 -4.40 -0.175
H -0.75 1.96 -3.18 0.123
H -5.90 -1.18 -0.59 0.117
H -2.95 -1.00 -2.29 0.087
H 2.19 -5.38 0.20 0.105
H -0.64 -1.93 -1.68 0.073
C -2.28 -1.46 -3.03 -0.172
H -3.05 0.55 4.25 0.127
C -2.87 -0.14 0.51 -0.282
Si 2.13 -0.53 -1.21 0.651
H 7.21 1.70 -2.73 0.106
H -1.92 3.09 0.40 0.082
S -0.51 -1.48 0.96 0.774
H -3.87 1.57 2.19 0.141
C 3.78 0.16 -1.72 -0.244
C -0.73 -0.91 4.32 -0.057
N -0.52 0.10 -2.26 -0.184
C -1.39 2.16 5.34 -0.012
C 5.21 2.10 -2.05 -0.077
H 4.72 -1.73 -2.14 0.097
C 2.25 -2.89 -2.73 -0.117
C 2.14 -3.32 -0.39 -0.115
F 0.13 4.43 0.16 0.270
H -0.18 -1.69 -3.35 0.118
C -0.84 -1.31 -2.56 -0.207
C -2.89 -2.52 0.19 -0.092
C 1.94 -0.06 0.64 -0.511
H -2.37 -3.47 0.22 0.118
C 2.28 -5.15 -1.93 -0.077
H 5.35 3.17 -2.02 0.106
C 0.79 1.74 4.42 -0.551
C 3.99 1.55 -1.69 -0.098
C -1.52 0.43 -4.52 -0.166
H -2.22 -1.51 -5.20 0.110
H 2.08 -2.99 0.64 0.075
H -1.48 3.67 6.85 0.115
S 1.80 0.88 3.25 0.786
H 1.28 0.04 -3.40 0.099
C 0.53 3.38 6.15 -0.052
C 2.32 -4.25 -2.99 -0.071
H 2.33 -6.22 -2.13 0.106
H 2.29 -2.20 -3.57 0.106
C 0.92 0.32 -2.39 -0.249
H -2.00 1.91 -0.92 0.067
H -4.73 0.86 0.07 0.115
H -3.49 -0.49 -4.54 0.109
B 0.70 3.41 0.78 -1.143
C -1.28 1.01 -3.13 -0.202
F -0.04 2.96 1.95 0.034
H -2.26 1.21 -2.68 0.100
F 2.01 3.36 0.97 0.254
H -4.73 -3.37 -0.50 0.119
H 2.29 -0.96 1.16 0.004
H 0.96 4.13 6.81 0.116
C -2.41 2.19 0.04 -0.030
C -0.83 3.13 6.18 -0.049
C 2.20 -4.69 -0.63 -0.077
H -1.32 -0.92 5.24 0.113
C 6.07 -0.10 -2.48 -0.076
C -4.87 -1.24 -0.26 -0.055
C 1.35 2.69 5.27 -0.074
C -2.48 0.40 3.33 -0.164
C -4.20 -0.09 0.11 -0.020
H -2.38 2.42 2.59 0.129
C 2.15 -2.39 -1.43 -0.267
N -2.18 1.07 1.00 -0.216
H 6.89 -0.75 -2.78 0.106
H 2.73 0.69 0.81 0.005
F 0.36 2.07 -0.06 -0.116
H 3.20 2.21 -1.37 0.094
H 2.39 -4.61 -4.01 0.108
C 6.26 1.27 -2.45 -0.080
H -1.95 1.18 -5.18 0.114
C -0.57 1.47 4.47 -0.296
H -2.76 -0.58 2.95 0.123
H -2.54 -2.52 -3.07 0.119
H 2.41 2.89 5.23 0.116
H -1.00 -1.75 3.68 0.062
H -0.56 0.14 -4.96 0.110
H 1.13 1.39 -2.31 0.076
C 4.85 -0.65 -2.11 -0.080
C -2.79 1.45 2.31 -0.140
Ta 0.16 0.73 1.54 1.508
H -2.45 1.98 5.40 0.112
N -1.03 0.37 3.59 -0.276
C -2.22 -1.36 0.56 -0.550
H 0.33 -0.96 4.55 0.074
H -3.47 2.40 -0.05 0.099
```

---

[2]
Entry from the OMol25 dataset: a structure of composition C35H43AlGe2NO7Si (the ωB97M-V functional and the def2-TZVPD basis).

Energy relative to the best compared isomer or geometry (same formula, charge and spin) (kcal per mole): 35.62
Net charge: 0
Strongest force on any atom (eV Å⁻¹): 3.9
Gap between HOMO and LUMO (spin up / spin down) (eV): 6.48 / 8.39
2S+1: 2
HOMO energy (spin up / spin down) (eV): -6.4 / -8.6

XYZ file:
```
90
Properties=species:S:1:pos:R:3:lowdin_charge:R:1
C 2.66 2.84 1.80 -0.194
H 0.61 3.06 -1.79 0.049
H 3.59 -2.26 -2.55 0.008
H 0.55 -4.34 -2.35 0.031
H -2.56 -1.14 -4.73 0.078
C -3.60 1.93 1.66 -0.167
H 6.06 4.02 -1.00 0.068
C -3.73 2.63 0.47 -0.411
H 1.48 -3.41 2.88 0.082
C 3.27 -2.42 3.29 -0.062
Al -1.70 1.02 -0.08 -0.095
H 1.49 3.19 3.59 0.083
H 4.44 0.37 1.65 0.099
C 1.73 -1.73 1.57 -0.275
C -4.85 -0.46 -2.05 -0.168
H 4.78 2.84 2.31 0.119
H -2.49 -2.44 -0.78 0.093
H -4.96 -1.30 -1.26 0.068
H 3.44 -3.04 4.14 0.093
C -3.67 1.52 4.08 -0.017
C 2.21 3.49 -0.49 -0.228
H 3.84 4.17 -1.67 0.130
C 2.11 -2.62 2.58 -0.101
C -2.71 0.44 3.88 0.021
H 5.12 -1.19 3.36 0.099
H -2.22 1.54 -4.05 0.037
C 0.54 -3.44 -2.98 -0.236
C -2.26 0.19 2.60 -0.133
C -1.27 -0.88 2.18 -0.443
O -4.65 3.58 0.41 0.152
C -2.96 -4.53 -0.55 -0.064
C 1.75 3.03 0.76 -0.043
O -0.92 -1.81 2.81 0.161
H 6.61 3.02 0.30 0.087
H -3.92 1.87 5.08 0.104
H -2.40 -0.12 4.75 0.114
Ge 1.08 -1.84 -2.04 0.777
H 1.19 -3.65 -3.78 0.003
C 4.47 3.54 0.30 -0.272
O -2.06 0.02 -1.37 -0.170
H -4.02 1.45 -4.34 0.027
C -2.49 -1.45 -3.61 -0.147
H -5.49 0.39 -1.66 0.054
C 4.14 -1.35 2.93 -0.054
C 2.15 2.39 3.21 -0.015
H -3.44 2.37 -3.09 0.016
C -3.23 1.45 -3.61 -0.148
C -2.14 -3.40 -0.36 -0.103
H -0.78 -6.83 0.75 0.117
H -4.53 3.96 -0.48 0.136
H 3.46 -1.19 -1.07 0.023
H 1.80 -0.13 -3.79 0.024
H 3.01 2.41 3.86 0.071
H 2.15 0.04 0.48 0.110
C 3.54 3.75 -0.69 -0.026
C 2.57 -0.64 1.27 -0.142
C 4.02 3.06 1.55 -0.021
O -2.90 2.44 -0.49 0.077
C -0.88 -3.51 0.18 -0.326
H -5.38 -0.69 -2.96 0.028
H -3.99 -4.27 -0.87 0.113
C 0.28 2.61 0.97 -0.463
H -4.56 3.21 3.09 0.107
C 3.02 -2.04 -1.65 -0.255
N -2.67 0.95 1.58 0.126
H 6.17 4.73 0.64 0.088
H 1.47 1.56 3.11 0.071
H 0.03 0.19 -3.40 -0.004
H -0.44 -3.42 -3.45 0.006
O -0.17 1.86 -0.02 0.026
C 5.91 3.83 0.06 -0.056
C -4.05 2.28 2.97 0.032
Si -3.16 -0.08 -2.54 0.256
C -0.48 -4.78 0.66 -0.109
O -0.44 2.98 1.88 0.114
O -0.90 -0.64 0.88 -0.149
H 1.71 4.30 -2.44 0.093
C -1.26 -5.87 0.45 -0.102
H 0.35 -4.78 1.35 0.092
H -2.95 -2.37 -3.40 0.006
Ge 0.30 -2.02 0.27 0.995
C -2.49 -5.80 -0.20 -0.070
C 1.25 3.86 -1.54 -0.031
C 3.77 -0.44 1.93 -0.082
H -1.41 -1.53 -3.43 -0.024
H 0.57 4.62 -1.08 0.115
C 1.01 -0.12 -3.04 -0.206
H 3.20 -2.92 -1.02 0.022
H -3.09 -6.66 -0.45 0.098
H 1.37 0.62 -2.28 0.019
```

---

[3]
Entry from the OMol25 dataset: a structure of composition C35H43AsN6O2Si2Ti (the ωB97M-V functional and the def2-TZVPD basis).

Energy relative to the best compared isomer or geometry (same formula, charge and spin) (kcal per mole): 13.39
Net charge: -2
Strongest force on any atom (eV Å⁻¹): 1.0
Gap between HOMO and LUMO (eV): 5.41
HOMO energy (eV): -0.9

XYZ file:
```
90
Properties=species:S:1:pos:R:3:lowdin_charge:R:1
C -2.95 -2.56 3.28 -0.043
H 0.56 -3.71 -2.90 0.027
C -3.89 -4.42 2.05 -0.151
Si 3.11 0.96 -1.51 0.161
C -0.50 3.41 0.84 -0.132
H 3.55 -3.07 -4.79 0.012
H -4.01 -4.20 4.18 0.076
H 2.59 -2.19 3.08 0.087
C 1.33 -4.22 1.93 -0.023
C -1.57 0.68 -3.93 -0.127
H -0.29 1.16 -2.30 0.071
H 3.58 0.47 2.78 0.066
H -0.43 -2.47 -3.68 0.000
H 3.61 -3.51 -3.07 0.013
H -0.13 0.42 3.76 0.089
C -2.38 -1.39 -2.29 -0.407
H -4.42 -5.36 2.03 0.073
H -3.12 3.09 5.28 0.078
N 0.86 0.15 1.46 -0.068
O 0.17 -2.50 0.87 -0.211
C 0.55 -2.96 -3.70 -0.222
C 3.88 1.53 0.11 -0.241
H 0.83 -0.04 -4.90 -0.003
H -4.80 2.03 3.78 0.086
H 0.66 -3.47 -4.66 0.020
C 2.57 0.41 3.20 -0.049
H 1.36 2.72 -1.49 0.009
H 2.17 -4.41 2.59 0.064
H -1.33 7.20 0.84 0.085
N -1.74 -0.83 1.98 -0.019
C -2.07 0.18 2.88 -0.282
H -3.60 -2.06 -3.95 0.094
C -0.21 1.95 0.84 -0.468
H -2.89 -0.20 -5.43 0.084
H 4.42 -2.04 -3.63 -0.004
H 2.19 1.42 3.33 0.059
C -2.83 2.28 4.62 -0.136
H 4.57 2.36 -0.09 0.018
N -2.84 -2.24 -1.42 0.060
H -3.62 -4.33 -0.10 0.087
H -1.25 1.52 -4.54 0.083
C -3.65 -3.77 3.25 -0.149
H 0.42 -4.66 2.35 0.082
C -1.98 5.23 0.27 -0.096
H -0.78 2.26 5.24 0.089
H 2.56 0.33 -4.78 -0.003
C 1.09 -2.75 1.71 -0.489
H -2.77 -2.06 4.22 0.102
N -2.24 -1.97 -0.22 -0.133
As 1.87 -0.98 -1.25 0.793
H 3.12 1.87 0.81 -0.005
Si 1.93 -1.71 -3.44 0.163
C -2.47 -1.99 2.09 -0.269
H -4.12 0.21 2.26 0.119
C 0.38 4.33 1.40 -0.031
H 2.00 -1.00 -5.82 0.018
Ti -0.65 -0.80 0.09 0.957
C 0.09 5.68 1.40 -0.104
H 4.33 0.48 -3.69 -0.007
H 5.25 -0.06 -2.27 0.017
H 5.17 1.67 -2.68 0.015
H -2.91 5.58 -0.17 0.092
C -2.50 -0.28 -4.43 -0.126
C -1.69 3.88 0.27 -0.013
H 0.78 6.39 1.84 0.089
C 3.54 -2.67 -3.77 -0.255
H 2.64 -0.09 4.17 0.072
C -3.43 -3.86 0.85 -0.048
N -1.38 -0.53 -1.87 -0.050
H 1.73 2.24 -3.15 0.010
C -1.53 1.81 4.59 -0.104
C -2.89 -1.31 -3.63 -0.060
H 4.45 0.72 0.58 0.017
H -2.36 3.15 -0.17 0.117
C -3.39 0.66 2.93 -0.025
C -1.15 0.78 3.74 -0.028
O -1.00 1.20 0.13 -0.162
C 1.84 -1.82 2.39 -0.046
C -2.74 -2.66 0.87 -0.243
C 1.69 -0.41 2.28 -0.365
C -1.04 0.49 -2.69 -0.189
H 2.82 3.33 -2.28 0.019
H 1.30 3.96 1.84 0.104
N 0.78 1.54 1.54 0.072
C -3.77 1.68 3.78 -0.114
C -1.10 6.14 0.84 -0.122
C 1.83 -0.48 -4.87 -0.223
C 4.60 0.73 -2.66 -0.250
C 2.17 2.45 -2.18 -0.226
H 1.51 -4.69 0.96 0.079
```

---

The highest net charge belongs to which entry? C35H42BF4N3S2SiTa

---

The highest net charge belongs to which entry? C35H42BF4N3S2SiTa

---

Which of these has the highest energy relative to the best compared isomer or geometry (same formula, charge and spin)? C35H43AlGe2NO7Si